The following is a quantum chemistry calculation of a 2-piece molecular cluster, C2H8FO4PS2 overall, from the Open Molecules 2025 dataset.

XYZ file:
```
18
Properties=species:S:1:pos:R:3:forces:R:3:mulliken_charge:R:1
O 3.55124 0.80598 1.35387 -0.15 0.32 -0.23 -0.454
S 3.35459 -0.18626 0.05833 0.40 0.42 0.20 0.405
F 4.03547 -1.35391 0.90943 -0.10 -0.35 -0.08 -0.171
P 1.24959 -0.64048 0.09364 -0.82 -0.17 0.29 0.698
O 0.80208 -0.19902 1.55570 0.25 -0.03 -0.21 -0.456
O 0.73759 0.52972 -0.83205 0.46 0.07 -0.09 -0.358
S 1.11343 -2.38418 -0.57068 0.03 -0.04 0.04 -0.174
H 3.68133 1.71712 1.04278 0.08 -0.10 0.03 0.370
H 1.49770 -0.05491 2.21599 -0.07 -0.10 -0.06 0.363
H 0.50787 1.36624 -0.39985 -0.19 -0.09 0.06 0.333
C -2.94468 0.70152 -0.46581 -0.10 -0.14 0.06 -1.025
C -2.22892 -0.59687 -0.88141 0.36 0.04 -0.01 0.433
O -2.88611 -1.41603 -1.66904 -0.13 -0.02 0.01 -0.727
H -3.85570 0.46264 0.08746 -0.01 0.04 -0.03 0.305
H -2.30537 1.32350 0.17603 0.02 -0.01 0.01 0.251
H -3.21674 1.27392 -1.35434 -0.03 -0.01 0.01 0.287
H -1.82439 -1.10299 0.05342 0.00 0.09 0.03 0.008
H -1.26898 -0.24601 -1.37347 0.01 0.06 -0.05 -0.089
```
Forces are in eV/Å.

Output
Kohn-Sham gap	2.83	eV
HOMO energy	-5.750	eV
multiplicity	1
LUMO level	-2.9	eV
E	-1619.37169	Ha

The following is a quantum chemistry calculation of one molecule with the formula C4H4O2, from the Open Molecules 2025 dataset.

XYZ file:
```
10
Properties=species:S:1:pos:R:3:forces:R:3:mulliken_charge:R:1
O -1.67787 -0.86221 1.47195 0.41 0.15 -0.35 -0.544
C -0.72770 -0.57985 0.74810 -0.22 -0.20 0.21 0.566
C 0.11611 -1.69140 0.43467 -0.18 0.03 0.07 -0.524
C 0.87062 0.71813 -0.60581 0.29 0.00 0.03 -0.407
O -0.40967 0.89732 -1.16479 -0.11 0.01 -0.14 -0.361
C -0.31486 0.77446 0.25294 -0.06 0.00 0.18 0.134
H 1.31317 -0.26960 -0.78631 0.03 0.14 -0.03 0.196
H -0.14982 -2.18738 -0.51147 -0.08 0.02 0.10 0.285
H 1.57146 1.54411 -0.66710 -0.13 0.02 0.00 0.261
H -0.59146 1.65642 0.82783 0.06 -0.17 -0.06 0.394
```
Forces are in eV/Å.

Output
Kohn-Sham gap	8.53	eV
HOMO energy	-9.895	eV
multiplicity	1
LUMO level	-1.4	eV
E	-305.09382	Ha

The following is a quantum chemistry calculation of one molecule with the formula C5H7NO, from the Open Molecules 2025 dataset.

XYZ file:
```
14
Properties=species:S:1:pos:R:3:forces:R:3:mulliken_charge:R:1
C -1.86214 0.35191 0.16827 -0.03 -0.04 0.05 -1.401
C -0.41480 0.28456 -0.29056 -0.06 -0.02 0.01 0.900
C 0.66029 0.91289 0.56844 0.16 -0.10 -0.09 -0.649
C 1.78322 0.20933 0.39550 -0.07 0.08 0.07 -0.432
N 1.56294 -0.90259 -0.44753 -0.06 -0.12 0.17 -0.103
C 0.18924 -1.09820 -0.57454 -0.20 -0.14 -0.09 0.040
O -0.36321 -2.13733 -0.85198 0.23 0.48 -0.11 -0.600
H -2.17541 1.40207 0.21046 0.02 -0.21 0.03 0.365
H -2.00732 -0.08848 1.15812 0.07 0.01 -0.10 0.342
H -2.51576 -0.16824 -0.53853 0.13 0.04 0.12 0.328
H -0.36149 0.76335 -1.28545 0.02 0.00 0.12 0.171
H 0.52880 1.77859 1.20732 0.10 -0.08 -0.27 0.364
H 2.77110 0.37079 0.80988 -0.17 0.01 -0.06 0.407
H 2.20453 -1.67864 -0.52939 -0.15 0.09 0.14 0.268
```
Forces are in eV/Å.

Output
Kohn-Sham gap	9.66	eV
HOMO energy	-8.715	eV
multiplicity	1
LUMO level	0.9	eV
SMILES	C[C@H]1C=CNC1=O
E	-324.71484	Ha

The following is a quantum chemistry calculation of C17H23IrN2O11 as an isolated structure, from the Open Molecules 2025 dataset.

XYZ file:
```
54
Properties=species:S:1:pos:R:3:forces:R:3:mulliken_charge:R:1
Ir 0.27589 1.03780 0.38186 1.06 -0.12 -0.79 3.104
C 0.20599 3.87970 1.91376 -1.17 0.16 0.61 -0.475
C -0.44811 2.97780 2.97156 1.01 0.89 0.06 -0.504
O -0.87411 1.73600 2.41486 0.59 -1.04 -1.14 -0.505
C -2.25631 1.50870 2.24856 -1.36 -0.03 -0.69 -0.660
C -2.83281 2.26170 1.02366 -0.01 0.07 1.04 -0.514
O -1.99761 2.05990 -0.10484 0.66 -0.03 0.25 -0.425
C -2.54641 1.31160 -1.17424 -0.49 -0.51 -0.44 -0.581
C -1.54681 1.31440 -2.34314 -0.91 0.24 -0.55 -0.769
O -0.25971 1.67960 -1.88334 0.33 0.38 1.05 -0.334
C 0.81449 1.28230 -2.72614 0.83 0.03 0.00 -0.719
C 2.05289 2.00980 -2.22094 -0.32 -0.02 -1.27 -0.534
O 2.27149 1.69620 -0.84924 -1.24 -1.40 0.56 -0.420
C 3.02819 2.66570 -0.12954 0.12 0.71 0.96 -0.649
C 2.11179 3.75410 0.43956 0.86 -0.15 -1.04 -0.494
O 1.15029 3.06870 1.23066 -0.61 -2.04 -0.23 -0.722
H 0.71159 4.71700 2.41186 0.03 -0.23 -0.09 0.548
H -0.52031 4.29420 1.20326 0.12 -0.12 0.01 0.234
H -1.27441 3.50270 3.45946 0.03 -0.17 -0.07 0.433
H 0.32299 2.72430 3.71086 -0.33 0.03 -0.06 0.368
H -2.82231 1.78490 3.14576 0.21 0.00 -0.07 0.510
H -2.34041 0.42800 2.09626 -0.07 0.10 0.07 0.255
H -2.86011 3.33990 1.22376 -0.07 -0.18 -0.09 0.291
H -3.85211 1.91030 0.84716 0.06 0.07 -0.05 0.537
H -3.49621 1.75720 -1.50064 0.26 -0.05 0.08 0.532
H -2.75521 0.27810 -0.86114 0.09 0.23 0.09 0.339
H -1.85131 2.05680 -3.09794 0.15 -0.23 0.20 0.536
H -1.52701 0.32460 -2.81124 0.05 0.12 0.08 0.308
H 0.62519 1.57850 -3.76354 -0.05 0.01 0.13 0.480
H 0.94229 0.19200 -2.68984 -0.05 0.12 0.02 0.273
H 1.92709 3.09060 -2.35044 -0.04 -0.13 0.11 0.411
H 2.92329 1.68480 -2.80554 -0.10 0.07 0.17 0.447
H 3.80689 3.10460 -0.76504 -0.18 -0.18 0.03 0.468
H 3.50309 2.12420 0.69576 -0.02 0.13 -0.18 0.355
H 1.60829 4.33620 -0.34344 0.04 -0.11 0.11 0.322
H 2.70729 4.43610 1.05926 -0.21 -0.15 0.06 0.514
O 0.76209 -1.05680 1.21446 0.69 1.16 0.74 -0.879
C 0.22179 -1.67650 0.26856 -0.01 0.08 0.01 0.725
O -0.37281 -0.98730 -0.60794 0.10 2.00 0.31 -0.759
C 0.26429 -3.16490 0.15276 0.12 -0.44 -0.01 -0.091
C -0.42371 -3.78290 -0.89384 0.04 0.17 0.16 -0.518
C -0.39341 -5.16100 -1.00494 0.17 -0.29 0.05 -0.390
C 0.30309 -5.97070 -0.12614 -0.22 -0.46 0.18 -0.290
C 0.98549 -5.32460 0.89126 -0.30 1.13 -0.44 0.420
C 0.98819 -3.95000 1.05596 0.05 0.55 0.30 -0.660
N 1.77549 -6.22800 1.85516 -2.05 -2.07 -4.33 1.109
O 2.26989 -5.62940 2.75126 1.52 1.69 3.21 -0.170
O 1.77799 -7.37260 1.56326 0.60 -0.32 0.88 -0.387
N -1.15651 -5.82740 -2.15204 1.19 1.16 1.62 1.099
O -1.19081 -7.00840 -2.11824 -0.25 -1.32 -0.32 -0.543
O -1.61181 -5.04260 -2.92104 -0.76 0.38 -1.12 -0.571
H -0.97951 -3.19690 -1.61414 -0.02 -0.09 -0.02 0.713
H 0.31999 -7.05130 -0.23434 -0.16 0.11 -0.14 0.629
H 1.53229 -3.47760 1.86256 0.02 0.06 0.03 0.603
```
Forces are in eV/Å.

Output
Kohn-Sham gap (alpha / beta)	6.56 / 3.98	eV
HOMO energy (alpha / beta)	-18.736 / -18.713	eV
multiplicity	2
LUMO level (alpha / beta)	-12.2 / -14.7	eV
net charge	+3
E	-1701.52647	Ha
<S²>	1.23

The following is a quantum chemistry calculation of one molecule with the formula C8H10BNO3, from the Open Molecules 2025 dataset.

XYZ file:
```
23
Properties=species:S:1:pos:R:3:forces:R:3:mulliken_charge:R:1
O 0.58024 0.99333 1.75757 0.77 -0.22 0.16 -0.641
C 0.00112 0.34070 0.90454 -1.33 1.42 -0.33 0.329
N -1.05584 0.94978 0.22536 1.20 -1.69 0.40 -0.208
C -1.30248 2.32697 0.51175 -0.91 2.05 -0.30 -0.719
B -0.52789 3.26822 -0.50079 0.12 -0.12 -0.15 0.669
O -1.27531 3.99121 -1.43437 1.61 -0.42 0.45 -0.522
O 0.85602 3.23855 -0.44487 -0.65 -0.09 0.09 -0.620
C 0.31553 -1.04332 0.54809 -0.76 -0.98 -0.81 0.227
C -0.69610 -1.86891 0.03823 0.09 -0.32 -0.09 -0.343
C -0.43417 -3.11597 -0.48505 0.85 -0.63 -0.12 -0.617
C 0.88753 -3.58438 -0.50404 -0.69 0.98 0.40 -0.371
C 1.86937 -2.81875 0.08117 -0.59 0.77 -0.05 -0.556
C 1.59377 -1.54578 0.58501 0.38 -0.29 0.17 -0.400
H -1.37141 0.59783 -0.67825 0.26 0.02 0.61 0.324
H -2.36179 2.52709 0.31895 -0.05 -0.08 0.56 0.289
H -0.99966 2.64297 1.53730 -0.52 -0.77 -0.60 0.306
H -0.65365 4.41572 -2.04929 -0.37 0.08 0.10 0.309
H 1.10207 2.63646 0.29300 0.01 0.52 -0.52 0.381
H -1.71358 -1.56442 0.06238 -0.68 0.47 0.05 0.511
H -1.20215 -3.77120 -0.88276 -0.16 0.33 0.06 0.382
H 1.15700 -4.49447 -0.97486 0.02 -0.84 -0.25 0.417
H 2.85669 -3.18225 0.08443 1.14 -0.30 0.09 0.417
H 2.37472 -0.93937 1.00650 0.26 0.14 0.06 0.436
```
Forces are in eV/Å.

Output
Kohn-Sham gap	9.73	eV
HOMO energy	-9.261	eV
multiplicity	1
LUMO level	0.5	eV
SMILES	O=C(NCB(O)O)c1ccccc1
E	-616.30088	Ha

The following is a quantum chemistry calculation of one molecule with the formula C2H4N4S2, from the Open Molecules 2025 dataset.

XYZ file:
```
12
Properties=species:S:1:pos:R:3:forces:R:3:mulliken_charge:R:1
N -1.41234 -2.01470 0.08750 -1.28 3.64 -0.51 -0.537
C -0.61101 -0.77076 0.03782 2.02 -3.43 1.76 0.279
N 0.58479 -0.76023 0.69894 -4.32 0.31 -1.52 -0.762
N 1.01506 0.47453 0.38265 0.51 0.55 -1.70 0.468
S 2.58876 0.92037 0.77437 1.27 0.92 0.86 -0.134
C 0.31269 1.14172 -0.59832 -0.01 0.30 2.00 0.294
S 0.84915 2.68221 -0.86915 -1.37 0.86 -1.92 -0.516
N -0.84479 0.35273 -0.75028 -1.63 -1.95 -1.80 -0.173
H -2.30344 -1.81332 0.59730 1.00 -0.29 -0.75 0.271
H -0.97005 -2.76930 0.55910 0.92 -0.21 0.41 0.281
H 2.40351 2.33185 0.68315 -0.17 -1.78 0.17 0.171
H -1.61234 0.22489 -1.60307 3.06 1.09 3.02 0.359
```
Forces are in eV/Å.

Output
Kohn-Sham gap	8.32	eV
HOMO energy	-7.991	eV
multiplicity	1
LUMO level	0.3	eV
SMILES	Nc1nn(S)c(=S)[nH]1
E	-1093.93578	Ha

The following is a quantum chemistry calculation of ClFeI3O4 as an isolated structure, from the Open Molecules 2025 dataset.

XYZ file:
```
9
Properties=species:S:1:pos:R:3:forces:R:3:mulliken_charge:R:1
Fe -0.89169 1.25047 0.69050 0.00 -0.34 0.03 0.507
I -1.25326 1.11385 3.44419 0.01 0.01 -0.38 -0.569
I 0.74839 3.36121 0.27227 -0.21 -0.18 -0.03 -0.534
I -3.19922 0.74870 -0.72763 0.34 0.18 0.23 -0.561
Cl 0.93240 -1.29987 -0.75457 0.24 -0.03 -0.26 1.665
O 0.59395 -2.69903 -0.70350 0.13 0.13 -0.01 -0.655
O 2.33614 -1.11031 -0.46976 -0.46 -0.08 -0.02 -0.640
O 0.59498 -0.74039 -2.03213 0.09 -0.05 0.01 -0.652
O 0.13832 -0.62462 0.28063 -0.13 0.36 0.43 -0.561
```
Forces are in eV/Å.

Output
Kohn-Sham gap (alpha / beta)	7.23 / 7.18	eV
HOMO energy (alpha / beta)	-2.348 / -2.311	eV
multiplicity	5
LUMO level (alpha / beta)	4.9 / 4.9	eV
net charge	-2
E	-2917.91734	Ha
<S²>	6.01